1.
DFT (ωB97M-V/def2-TZVPD) results for a structure of composition C20H44MoN2OSi4Te.

Each line ends with the Löwdin charge.
Element x y z (Å)
Mo 0.69894 -0.28812 1.36009  1.442
C 3.69820 0.10760 3.40897  -0.172
Si 4.10015 0.26181 1.60734  0.488
C 5.28563 -1.00813 0.97802  -0.147
C 4.47641 2.00328 1.10783  -0.152
N 2.47475 -0.15423 0.78516  -0.196
C 2.24172 -0.49735 -0.56468  -0.316
C 2.97600 0.02694 -1.64261  -0.015
C 2.64462 -0.33561 -2.92032  -0.036
C 1.54277 -1.17636 -3.17093  -0.027
C 0.78445 -1.66405 -2.14017  -0.032
C 1.14629 -1.36173 -0.81647  -0.328
N 0.43238 -1.81007 0.32314  -0.191
Si -0.37632 -3.48675 0.54791  0.496
C -0.40865 -3.72709 2.37946  -0.158
C 0.75104 -4.66883 -0.31849  -0.146
C -2.06351 -3.30608 -0.19884  -0.142
H 4.60280 0.32019 3.98356  0.056
H 3.36497 -0.89575 3.67923  0.041
H 2.93914 0.82036 3.73878  0.035
H 6.25491 -0.84221 1.45510  0.056
H 5.44140 -0.95622 -0.10005  0.039
H 4.96398 -2.01929 1.23300  0.048
H 5.31493 2.37294 1.70256  0.056
H 3.62637 2.66146 1.30206  0.040
H 4.75710 2.10584 0.05921  0.034
H 3.80182 0.69713 -1.44798  0.111
H 3.23047 0.03576 -3.75027  0.129
H 1.29874 -1.44498 -4.18974  0.128
H -0.06633 -2.30389 -2.32941  0.114
H 0.59667 -3.71310 2.80465  0.047
H -0.83335 -4.71422 2.57979  0.058
H -1.01833 -2.99633 2.91136  0.017
H 1.76291 -4.62459 0.08877  0.050
H 0.80702 -4.50455 -1.39453  0.037
H 0.38328 -5.68609 -0.16393  0.056
H -2.61276 -2.48027 0.25846  0.003
H -2.63779 -4.21656 -0.00999  0.060
H -2.04636 -3.15498 -1.27874  0.040
C -4.98690 1.16926 2.79010  -0.159
Si -3.62485 0.56266 1.68628  0.434
C -4.26454 0.07338 0.00221  -0.173
C -2.70384 -0.87764 2.42984  -0.198
C -2.42614 2.05393 1.60550  -0.527
Te -0.55396 2.10413 0.55840  1.338
C -1.21119 1.49185 -1.38649  -0.504
Si -0.90014 2.91352 -2.64289  0.396
C -1.52023 2.30260 -4.28366  -0.161
C 0.94348 3.20724 -2.65072  -0.173
C -1.84052 4.39427 -2.01810  -0.177
H -5.72892 0.38245 2.93831  0.050
H -5.50083 2.02950 2.35890  0.048
H -4.61122 1.45792 3.77290  0.047
H -5.04383 -0.68014 0.13770  0.053
H -3.49413 -0.37262 -0.62878  0.012
H -4.71759 0.90588 -0.53910  0.047
H -3.39519 -1.70533 2.60199  0.064
H -2.23046 -0.63561 3.38251  0.046
H -1.92813 -1.25061 1.75266  -0.044
H -2.12941 2.31810 2.62428  0.018
H -2.90196 2.94070 1.17911  0.017
H -2.26646 1.26144 -1.26226  -0.008
H -0.68848 0.57148 -1.65284  -0.009
H -0.99388 1.40063 -4.60109  0.034
H -1.37611 3.05724 -5.05846  0.049
H -2.58687 2.07581 -4.24148  0.044
H 1.47781 2.29502 -2.92492  0.015
H 1.31740 3.55201 -1.68258  0.021
H 1.20535 3.97564 -3.37986  0.050
H -2.90883 4.18196 -1.93981  0.044
H -1.72815 5.22912 -2.71201  0.049
H -1.48597 4.74796 -1.04654  0.022
O 0.46826 -0.50963 2.97362  -0.392

## Properties
* total charge: +2
* relative energy (zero: lowest compared OMol25 entry of this formula, charge and spin): 5.1 kcal per mole
* HOMO-LUMO gap: 7.55 eV
* molecular weight: 664.5 Da
* HOMO energy: -15.10 eV

2.
DFT (ωB97M-V/def2-TZVPD) results for a cluster of 5 separate species, C3H15NO4 in total at a distorted geometry.

Each line ends with the Löwdin charge.
Element x y z (Å)
C -1.99346 1.54958 -1.69887  -0.036
C -0.92162 0.80535 -1.38388  -0.272
N 0.38374 1.07086 -1.70369  -0.084
C 1.43238 0.10594 -1.47567  -0.097
H -1.92651 2.56594 -2.07575  0.046
H -2.94840 1.31185 -1.25568  0.037
H -1.06559 -0.18113 -0.97792  0.104
H 0.69429 1.94231 -2.09291  0.131
H 2.27570 0.55730 -0.95125  0.082
H 1.08535 -0.70131 -0.83727  0.061
H 1.80374 -0.37235 -2.37835  0.079
H -0.51985 2.49788 0.47164  0.004
H -1.56227 3.02138 1.38369  0.046
O -0.64977 2.70830 1.40759  -0.058
H 3.10984 -1.88943 1.29665  0.028
H 1.84931 -2.43743 0.70138  -0.010
O 2.71629 -2.72678 1.02559  -0.067
H -0.74556 -3.26617 1.36010  0.050
H -1.00236 -3.15109 -0.09053  0.041
O -0.26546 -3.29622 0.51863  -0.056
H -0.85033 0.49969 2.40771  0.000
H -0.07545 -0.27137 3.47339  0.034
O -0.82401 -0.34312 2.87541  -0.064

## Properties
* relative energy (zero: lowest compared OMol25 entry of this formula, charge and spin): 33.9 kcal per mole
* HOMO-LUMO gap: 8.81 eV
* molecular weight: 129.2 Da
* SMILES: C=CNC.O.O.O.O
* HOMO energy: -8.29 eV

3.
DFT (ωB97M-V/def2-TZVPD) results for a cluster of 11 separate species, C45H48N4O29 in total at a distorted geometry.

Each line ends with the Löwdin charge.
Element x y z (Å)
C 3.40340 -2.28326 -0.36600  -0.048
C 4.61007 -3.27774 -0.33366  -0.086
O 4.17847 -4.31466 0.53799  0.061
C 2.84142 -4.23198 0.67969  -0.581
O 2.21769 -5.09723 1.20764  0.164
O 2.32547 -3.17069 0.03352  0.017
H 3.05892 -1.91924 -1.36778  0.126
H 3.44535 -1.48761 0.33806  0.096
H 5.48738 -2.84109 0.06642  0.106
H 4.93480 -3.75180 -1.25552  0.130
C -0.51337 2.04771 4.60317  -0.054
C -1.79733 2.48798 3.92756  -0.109
O -2.83595 2.16140 4.91110  0.043
C -2.29208 1.33093 5.86961  -0.628
O -2.91453 0.83815 6.76823  0.153
O -1.03520 1.13426 5.63761  0.075
H -0.04788 2.97538 4.99069  0.142
H 0.11190 1.49146 3.90550  0.108
H -2.07044 1.89870 3.01080  0.124
H -1.85636 3.53401 3.65961  0.121
C 2.37610 -0.61284 -4.93513  -0.122
C 1.96682 0.83532 -4.91379  -0.086
O 0.51555 0.76018 -4.74584  0.042
C 0.15171 -0.53694 -5.01697  -0.504
O -0.99152 -0.88450 -4.96578  0.142
O 1.21101 -1.30809 -5.35128  0.072
H 2.63226 -1.04369 -3.95954  0.126
H 3.18499 -0.77737 -5.66013  0.142
H 2.18618 1.34908 -5.85371  0.134
H 2.38313 1.35963 -4.05573  0.130
C -1.45785 -3.57605 -3.76092  -0.072
C -0.77286 -4.70021 -4.61947  -0.078
O 0.48851 -4.80127 -3.97566  0.047
C 0.73936 -3.73626 -3.20912  -0.564
O 1.84142 -3.53070 -2.74683  0.122
O -0.35763 -2.96615 -3.04581  0.034
H -2.13422 -3.85536 -2.95929  0.136
H -1.89305 -2.83657 -4.43039  0.100
H -0.61908 -4.57391 -5.71445  0.142
H -1.32782 -5.64957 -4.40391  0.136
C -0.27214 -2.02469 0.20316  -0.085
C -1.69254 -1.48451 -0.02102  -0.043
O -1.71975 -0.15942 0.63443  0.055
C -0.40786 0.18475 0.74979  -0.628
O 0.04630 1.22113 1.01649  0.133
O 0.45478 -0.77051 0.40534  0.062
H 0.12111 -2.61929 -0.56737  0.088
H -0.21350 -2.63484 1.05822  0.083
H -2.48861 -2.03617 0.41830  0.118
H -1.81728 -1.31300 -1.10101  0.111
C -2.49293 -2.87984 4.77972  -0.123
C -2.72917 -1.68507 3.82910  -0.071
O -4.18745 -1.72321 3.66930  0.065
C -4.69376 -2.38338 4.72847  -0.609
O -5.83106 -2.56517 4.93245  0.180
O -3.71492 -2.92358 5.47299  0.061
H -1.71401 -2.80503 5.52872  0.130
H -2.31217 -3.80851 4.20168  0.137
H -2.31457 -1.79112 2.82758  0.106
H -2.39356 -0.80578 4.41328  0.116
C 0.12567 -7.64572 0.44466  -0.126
C 0.56100 -6.83354 -0.79259  -0.130
O -0.18532 -5.65945 -0.67660  0.055
C -0.75300 -5.57340 0.50758  -0.596
O -1.49709 -4.70703 0.77315  0.179
O -0.49861 -6.68817 1.24609  0.064
H 1.04580 -8.08234 0.91872  0.147
H -0.66237 -8.40858 0.16044  0.146
H 0.17810 -7.27641 -1.73967  0.140
H 1.62653 -6.64171 -0.84279  0.121
C 5.15264 -1.00591 2.94074  -0.048
C 4.84935 -2.29452 3.23479  -0.085
C 3.52769 -2.67955 3.36969  0.008
C 2.53384 -1.70935 3.24574  -0.152
C 2.76114 -0.41392 2.87489  -0.009
C 4.08797 -0.06384 2.68936  -0.035
N 1.14533 -2.10509 3.39280  -0.314
O 0.87343 -3.28081 3.55427  0.101
O 0.30140 -1.23887 3.29683  0.068
H 6.18519 -0.66694 2.82895  0.112
H 5.60051 -3.03512 3.31117  0.107
H 3.22151 -3.65488 3.75325  0.136
H 1.91598 0.29694 2.68728  0.118
H 4.20151 0.98109 2.47374  0.078
C -2.95607 3.23384 0.37368  -0.060
C -1.66326 3.62916 0.55533  -0.073
C -1.25281 4.95326 0.24172  0.023
C -2.19484 5.84451 -0.20348  -0.200
C -3.52757 5.47470 -0.42923  0.007
C -3.90111 4.16768 -0.11933  -0.032
N -1.87275 7.16702 -0.53719  -0.360
O -0.79844 7.57573 -0.15149  0.080
O -2.66320 7.78160 -1.23000  0.077
H -3.17145 2.20428 0.60979  0.106
H -1.02675 2.95144 1.12927  0.076
H -0.23296 5.28976 0.47994  0.110
H -4.19031 6.23199 -0.79559  0.114
H -4.92241 3.78773 -0.11897  0.112
C 2.00063 6.32442 -1.21876  -0.062
C 2.35330 6.89973 0.02586  -0.043
C 2.84488 6.09091 1.04386  0.017
C 2.70083 4.73138 0.88306  -0.187
C 2.14986 4.20356 -0.20167  -0.044
C 1.96984 4.95796 -1.33862  -0.076
N 3.13837 3.89023 1.97883  -0.313
O 2.80226 2.71550 1.91518  0.052
O 3.69787 4.34098 2.97438  0.086
H 1.76403 6.95883 -2.04934  0.109
H 2.31481 7.96755 0.10111  0.107
H 3.09876 6.50425 1.99670  0.119
H 1.91842 3.14375 -0.27229  0.128
H 1.69587 4.45060 -2.27978  0.114
C -2.27714 4.22849 -3.48845  -0.057
C -3.40484 3.81992 -4.24831  -0.053
C -3.68683 2.48764 -4.50872  0.004
C -2.79403 1.59425 -3.96285  -0.158
C -1.72233 1.92605 -3.19745  -0.022
C -1.44722 3.25277 -2.97086  -0.069
N -3.11940 0.17592 -4.03488  -0.349
O -3.64534 -0.24543 -5.03638  0.094
O -2.75665 -0.59329 -3.14922  0.042
H -2.20880 5.28234 -3.19982  0.106
H -4.11476 4.52255 -4.72090  0.116
H -4.45003 2.26692 -5.21999  0.118
H -1.16633 1.18998 -2.65442  0.120
H -0.58195 3.57444 -2.30335  0.115

## Properties
* HOMO-LUMO gap: 8.83 eV
* molecular weight: 1108.9 Da
* SMILES: O=[N+]([O-])c1ccccc1.O=[N+]([O-])c1ccccc1.O=[N+]([O-])c1ccccc1.O=[N+]([O-])c1ccccc1.O=C1OCCO1.O=C1OCCO1.O=C1OCCO1.O=C1OCCO1.O=C1OCCO1.O=C1OCCO1.O=C1OCCO1
* HOMO energy: -9.87 eV

4.
DFT (ωB97M-V/def2-TZVPD) results for a structure of composition C16H28BNO32S6 at a distorted geometry.

Each line ends with the Löwdin charge.
Element x y z (Å)
N 30.17048 5.11095 -6.62769  0.328
H 29.54655 4.51049 -6.06681  0.114
H 30.42597 5.92411 -6.05861  0.164
H 29.59409 5.39193 -7.42363  0.162
H 31.06091 4.68429 -6.88278  0.157
O 28.62042 4.95637 -1.86628  0.149
C 27.82483 4.12747 -2.18744  -0.397
O 27.00496 3.43867 -1.42774  0.235
B 26.00115 2.72285 -2.23782  -0.868
O 26.52119 2.84093 -3.62113  0.233
C 27.46376 3.74482 -3.64191  -0.380
O 28.05492 4.11028 -4.62310  0.108
O 25.92220 1.30164 -1.85609  0.237
C 24.72717 1.04365 -1.38374  -0.393
O 24.30737 -0.02238 -1.03828  0.155
C 23.88020 2.33664 -1.54032  -0.371
O 24.65989 3.30255 -1.98390  0.225
O 22.69561 2.37988 -1.38774  0.153
C 23.87721 5.28815 -4.08306  -0.181
C 23.73345 6.53301 -4.99388  -0.160
O 24.65411 7.46060 -4.45127  -0.196
S 24.87646 7.24843 -2.80935  0.708
O 24.30613 8.24549 -1.96398  -0.204
O 26.24222 6.85582 -2.67027  -0.234
O 23.94313 5.86744 -2.79545  -0.214
H 24.72756 4.63967 -4.26885  0.109
H 22.92288 4.77437 -4.16453  0.102
H 22.71152 6.88715 -5.09676  0.116
H 24.11930 6.27653 -5.98173  0.133
C 26.00829 4.55424 1.63500  -0.164
C 27.05036 5.50909 1.15568  -0.164
O 27.39705 6.30626 2.29814  -0.187
S 27.24564 5.43244 3.66145  0.664
O 26.63440 6.14607 4.75060  -0.232
O 28.50333 4.77508 3.88612  -0.238
O 26.15845 4.38234 3.05823  -0.191
H 25.99882 3.53357 1.25455  0.128
H 24.99766 4.91110 1.41586  0.135
H 26.77020 6.10516 0.29167  0.134
H 27.98440 5.00208 0.89600  0.117
C 23.93469 -0.73351 -5.57191  -0.158
C 25.39425 -0.48132 -5.17828  -0.145
O 25.82492 0.61211 -6.00138  -0.180
S 24.51507 1.49763 -6.39311  0.647
O 24.74403 2.09330 -7.67851  -0.218
O 24.03821 2.27817 -5.27443  -0.219
O 23.56210 0.24918 -6.53060  -0.175
H 23.26693 -0.62948 -4.71067  0.107
H 23.70491 -1.75026 -5.88427  0.136
H 25.94395 -1.40867 -5.33510  0.133
H 25.52399 -0.27049 -4.11729  0.121
C 21.37641 -1.48545 -2.15299  -0.159
C 20.51088 -0.23133 -1.94954  -0.182
O 19.15297 -0.58410 -2.17367  -0.190
S 18.99869 -2.14021 -1.80376  0.651
O 17.90441 -2.66424 -2.54352  -0.207
O 19.13606 -2.30473 -0.38167  -0.221
O 20.43638 -2.52104 -2.47056  -0.194
H 21.94270 -1.79947 -1.28093  0.128
H 22.09833 -1.21595 -2.92439  0.102
H 20.78551 0.62283 -2.56017  0.112
H 20.64473 0.07756 -0.91026  0.131
C 20.40712 3.52500 -3.73764  -0.127
C 19.46418 3.99308 -2.54196  -0.162
O 18.98255 5.24134 -2.93263  -0.182
S 20.06645 6.03611 -3.83527  0.639
O 21.12509 6.44907 -2.96869  -0.210
O 19.41891 6.96615 -4.68895  -0.196
O 20.54743 4.68735 -4.57795  -0.222
H 19.98742 2.70782 -4.31301  0.127
H 21.38624 3.33684 -3.30385  0.092
H 20.13733 4.00908 -1.68531  0.125
H 18.65409 3.28091 -2.42509  0.131
C 31.06040 4.02353 -0.26352  -0.220
C 32.07236 2.88681 -0.35379  -0.143
O 33.21556 3.38661 0.35331  -0.207
S 32.97086 4.90450 0.87515  0.676
O 33.22714 5.82252 -0.22375  -0.255
O 33.52050 5.18831 2.15062  -0.199
O 31.34409 4.70948 0.95356  -0.172
H 30.02638 3.68840 -0.33855  0.115
H 31.05236 4.75835 -1.07089  0.113
H 32.28426 2.59749 -1.38040  0.130
H 31.80143 2.04076 0.27858  0.135

## Properties
* relative energy (zero: lowest compared OMol25 entry of this formula, charge and spin): 66.6 kcal per mole
* HOMO-LUMO gap: 8.38 eV
* molecular weight: 949.6 Da
* HOMO energy: -10.56 eV

5.
DFT (ωB97M-V/def2-TZVPD) results for the ion C4H10N3 with charge +1 at a distorted geometry.

Each line ends with the Löwdin charge.
Element x y z (Å)
C -1.54744 -0.13372 -0.34769  0.019
C 1.94324 -1.33985 0.29360  -0.033
C -1.55165 1.13411 -1.15945  0.057
C 1.94796 0.17482 0.76715  -0.133
N -0.19767 1.56470 0.92852  0.100
N -0.44568 0.85580 -0.21887  -0.199
N 0.94679 1.16083 0.10886  0.070
H -2.03232 0.10749 0.62171  0.135
H -1.59276 -1.17421 -0.64594  0.134
H -0.13944 1.18647 1.91465  0.168
H 0.88166 -1.46888 0.08012  0.046
H 2.42315 -1.47158 -0.64589  0.060
H 2.30484 -2.17432 0.90053  0.092
H -2.33064 1.90833 -0.92964  0.171
H -1.12651 0.84809 -2.03336  0.100
H 2.82178 0.84195 0.80819  0.125
H 1.77585 0.12591 1.82359  0.087

## Properties
* total charge: +1
* relative energy (zero: lowest compared OMol25 entry of this formula, charge and spin): 190.1 kcal per mole
* HOMO-LUMO gap: 11.39 eV
* molecular weight: 100.1 Da
* SMILES: CCN1N[N+]12CC2
* HOMO energy: -14.70 eV

6.
DFT (ωB97M-V/def2-TZVPD) results for a structure of composition C4H11AlF4N3O9S4 at a distorted geometry.

Each line ends with the Löwdin charge.
Element x y z (Å)
Al 0.78520 -1.22444 1.03334  1.163
N 1.02870 -0.85783 -1.74575  -0.258
S 1.38183 0.17940 -2.78438  0.498
O 0.25438 0.69580 -3.59907  -0.190
O 2.75067 0.21623 -3.27499  -0.180
F 1.42150 1.36233 -1.61942  -0.232
S 0.93526 -2.16503 -2.90430  0.626
O 2.17609 -2.87774 -3.08595  -0.191
O -0.13165 -2.09568 -3.90943  -0.192
F 0.16558 -3.05698 -1.80697  -0.229
N -1.47994 -2.94529 0.82973  -0.241
S -1.65990 -4.50152 1.60062  0.559
O -1.91912 -5.69526 0.80102  -0.197
O -2.10275 -4.47788 2.95108  -0.178
F -0.09041 -4.74629 1.74401  -0.191
S -2.81420 -3.18798 0.07274  0.514
O -4.11236 -3.30338 0.79982  -0.155
O -2.70943 -3.84658 -1.27051  -0.164
F -2.88617 -1.64404 -0.27514  -0.190
C 1.44782 4.00578 2.32252  -0.038
C 1.08853 2.63519 1.74900  -0.375
C 0.13668 2.71277 0.54391  -0.194
O -0.30100 1.42909 0.17187  -0.274
C -1.44560 1.44866 -0.72311  -0.028
N 2.37535 1.80776 1.55011  0.143
H 0.60218 4.48233 2.81841  0.098
H 1.81991 4.60362 1.49051  0.095
H 2.20253 3.86877 3.09695  0.088
H 0.51805 2.20187 2.57051  0.134
H 0.70177 3.19331 -0.25475  0.139
H -0.65338 3.40700 0.83019  0.149
H -2.34546 1.76858 -0.19776  0.112
H -1.61476 0.44629 -1.11647  0.081
H -1.25565 2.11198 -1.56693  0.108
H 2.82220 2.23266 0.75018  0.096
H 2.90741 1.81644 2.40857  0.093

## Properties
* total charge: +1
* relative energy (zero: lowest compared OMol25 entry of this formula, charge and spin): 118.1 kcal per mole
* HOMO-LUMO gap: 2.66 eV
* molecular weight: 476.4 Da
* HOMO energy: -13.80 eV